This record from the OMol25 dataset describes C28H36FN4O7PdS4 as an isolated structure in a non-equilibrium geometry. The level of theory is ωB97M-V/def2-TZVPD.

```
! RIJCOSX wB97M-V def2-TZVPD def2/J DEFGRID3
* xyz -1 1
Pd -1.123 -1.288 0.063
C -5.635 0.883 0.889
C -5.025 1.067 -0.498
S -3.283 0.487 -0.515
C -3.393 -0.683 -1.892
C -4.040 -2.008 -1.511
S -3.114 -2.907 -0.229
C -4.329 -2.934 1.109
C -4.596 -1.627 1.859
S -6.131 -0.803 1.309
H -6.552 1.470 0.984
H -4.950 1.250 1.659
H -5.068 2.126 -0.774
H -5.605 0.514 -1.237
H -2.358 -0.856 -2.196
H -3.927 -0.222 -2.729
H -4.093 -2.643 -2.398
H -5.058 -1.851 -1.152
H -3.924 -3.672 1.805
H -5.262 -3.352 0.723
H -3.759 -0.945 1.705
H -4.694 -1.829 2.926
C 5.611 -4.184 -2.341
C 5.510 -4.347 -0.829
C 6.788 -3.964 -0.094
C 7.049 -2.469 -0.209
C 5.845 -1.696 0.256
C 5.956 -0.414 0.748
C 4.820 0.271 1.166
F 4.978 1.538 1.630
C 3.578 -0.291 1.131
C 3.439 -1.594 0.641
C 2.080 -2.202 0.627
O 1.183 -1.654 1.266
C 1.970 -3.432 -0.130
C 3.122 -4.051 -0.471
N 4.391 -3.570 -0.296
C 4.565 -2.291 0.195
C 0.669 -4.099 -0.616
O 0.583 -5.322 -0.402
O -0.087 -3.342 -1.259
H 6.463 -4.744 -2.733
H 5.730 -3.136 -2.621
H 4.705 -4.547 -2.824
H 5.285 -5.393 -0.604
H 7.620 -4.541 -0.502
H 6.684 -4.237 0.959
H 7.277 -2.213 -1.249
H 7.925 -2.182 0.376
H 6.922 0.070 0.810
H 2.697 0.229 1.480
H 3.066 -5.033 -0.927
C -4.798 4.314 1.493
C -4.148 5.350 0.593
S -2.424 5.622 0.900
O -2.189 5.570 2.325
O -2.033 6.789 0.152
C -1.677 4.185 0.192
C -0.223 3.992 0.617
N 0.287 2.844 -0.129
C -0.021 1.569 0.237
N 0.209 0.704 -0.737
C 0.718 1.422 -1.768
C 0.756 2.743 -1.427
N 1.224 3.838 -2.213
O 1.628 3.584 -3.330
O 1.301 4.938 -1.684
C -0.542 1.200 1.578
H -5.879 4.339 1.352
H -4.576 4.512 2.540
H -4.461 3.305 1.254
H -4.588 6.343 0.703
H -4.221 5.080 -0.463
H -1.747 4.263 -0.894
H -2.277 3.334 0.515
H -0.160 3.736 1.672
H 0.378 4.871 0.429
H 1.018 0.975 -2.700
H 0.171 1.452 2.365
H -0.727 0.115 1.555
H -1.500 1.678 1.794
*
```

Computed properties:
E_HOMO in eV: -3.17
E_tot in eV: -99450.4807
Frontier orbital gap in eV: 4.9



This record from the OMol25 dataset describes C28H36I2N4O7RuSi2Te as an isolated structure in a non-equilibrium geometry. The level of theory is ωB97M-V/def2-TZVPD.

```
! RIJCOSX wB97M-V def2-TZVPD def2/J DEFGRID3
* xyz 1 2
Ru 0.197 -0.022 -0.580
I 4.383 -4.154 2.696
C 2.673 -3.500 1.660
C 2.516 -3.823 0.318
C 1.428 -3.335 -0.360
I 1.133 -3.785 -2.396
C 0.448 -2.499 0.239
O -0.558 -2.074 -0.435
C 0.633 -2.224 1.634
C -0.331 -1.270 2.293
N 0.039 0.070 1.841
C -0.875 1.175 2.113
C -0.467 2.301 1.192
C 0.104 3.482 1.642
C 0.524 4.430 0.718
C 0.294 4.185 -0.629
C -0.294 2.988 -0.999
N -0.629 2.044 -0.118
C 1.726 -2.715 2.309
H 3.222 -4.459 -0.190
H -0.279 -1.366 3.386
H -1.352 -1.482 1.955
H 0.976 0.295 2.180
H -0.851 1.485 3.165
H -1.888 0.841 1.850
H 0.231 3.652 2.699
H 1.023 5.331 1.038
H 0.573 4.904 -1.380
H -0.510 2.769 -2.041
H 1.846 -2.487 3.358
C -3.696 -1.340 -5.946
Si -2.221 -1.730 -4.810
C -2.784 -2.302 -3.087
C -0.996 -2.903 -5.669
C -1.289 -0.058 -4.480
Te 0.359 -0.509 -3.208
C 1.858 -0.309 -4.692
Si 2.401 1.546 -4.818
C 3.779 1.609 -6.127
C 2.971 2.100 -3.085
C 0.910 2.623 -5.335
H -4.237 -2.252 -6.174
H -3.381 -0.908 -6.890
H -4.398 -0.653 -5.486
H -3.058 -3.351 -3.083
H -3.654 -1.741 -2.755
H -2.000 -2.164 -2.341
H -1.400 -3.909 -5.712
H -0.044 -2.956 -5.143
H -0.799 -2.596 -6.692
H -1.964 0.623 -3.967
H -0.940 0.398 -5.399
H 1.435 -0.687 -5.618
H 2.684 -0.940 -4.376
H 4.641 1.009 -5.853
H 4.123 2.628 -6.266
H 3.430 1.253 -7.092
H 3.936 1.668 -2.835
H 2.257 1.789 -2.318
H 3.072 3.179 -3.024
H 0.516 2.333 -6.305
H 1.207 3.665 -5.416
H 0.096 2.572 -4.616
O 2.711 -0.788 -1.788
C 3.111 -0.268 -0.731
O 2.357 0.261 0.127
C 4.574 -0.214 -0.396
C 5.567 -0.498 -1.322
C 6.898 -0.378 -0.942
C 7.266 -0.003 0.342
C 6.257 0.265 1.253
C 4.924 0.173 0.892
N 6.583 0.679 2.612
O 5.650 0.827 3.367
O 7.745 0.849 2.874
N 7.941 -0.628 -1.931
O 7.572 -0.807 -3.069
O 9.081 -0.624 -1.544
H 5.316 -0.801 -2.329
H 8.308 0.086 0.618
H 4.160 0.413 1.615
*
```

Computed properties:
E_HOMO (alpha / beta) in eV: -10.49 / -10.35
E_tot in eV: -91733.5127
Frontier orbital gap (alpha / beta) in eV: 5.2 / 4.9